Entry from the OMol25 dataset: a structure of composition C51H31Br2I4N9Y (ωB97M-V with the def2-TZVPD basis set).

Structure (XYZ):
```
98
Properties=species:S:1:pos:R:3:lowdin_charge:R:1
Y 0.09 0.32 -0.15 1.440
I 1.80 9.31 2.57 0.911
C 1.10 7.39 2.22 -0.751
C 1.80 6.29 2.70 -0.137
C 1.32 5.02 2.46 -0.063
C 0.12 4.78 1.78 -0.167
C -0.51 5.91 1.24 -0.020
C -0.04 7.19 1.46 -0.136
C -0.32 3.38 1.52 -0.088
C 0.22 2.36 2.31 -0.262
C 0.61 2.48 3.70 0.006
C 0.83 1.23 4.17 0.027
C 0.62 0.31 3.06 -0.216
C 0.78 -1.08 3.14 -0.083
C 1.26 -1.64 4.43 -0.221
C 0.43 -2.47 5.18 -0.026
C 0.86 -3.01 6.38 -0.135
C 2.13 -2.72 6.85 -0.749
I 2.78 -3.52 8.65 0.906
C 2.97 -1.89 6.12 -0.140
C 2.53 -1.36 4.92 -0.040
C 0.55 -2.00 2.09 -0.233
N 0.07 -1.71 0.86 -0.012
C 0.07 -2.87 0.11 -0.228
C -0.45 -3.00 -1.17 -0.058
C -0.31 -4.31 -1.86 -0.213
C 0.48 -4.42 -3.00 -0.031
C 0.63 -5.64 -3.65 -0.138
C -0.04 -6.76 -3.16 -0.747
I 0.17 -8.58 -4.13 0.906
C -0.84 -6.66 -2.04 -0.134
C -0.98 -5.44 -1.39 -0.027
C -1.21 -2.01 -1.86 -0.237
C -2.01 -2.23 -3.03 0.018
C -2.74 -1.09 -3.24 0.007
C -2.37 -0.16 -2.20 -0.237
N -1.42 -0.75 -1.41 -0.022
C -2.94 1.11 -1.97 -0.044
C -2.53 2.04 -1.01 -0.224
C -3.29 3.18 -0.59 0.020
C -2.54 3.84 0.34 -0.005
C -1.32 3.11 0.51 -0.225
N -1.35 2.02 -0.29 -0.022
C -4.12 1.48 -2.80 -0.210
C -4.08 2.63 -3.59 -0.030
C -5.17 2.98 -4.38 -0.139
C -6.31 2.19 -4.36 -0.747
I -7.94 2.71 -5.54 0.910
C -6.37 1.05 -3.57 -0.134
C -5.27 0.70 -2.79 -0.027
C 0.63 -3.93 0.92 0.028
C 0.89 -3.41 2.14 0.020
N 0.25 1.03 1.97 -0.024
H 2.72 6.43 3.25 0.098
H 1.94 4.19 2.78 0.102
H -1.37 5.81 0.60 0.088
H -0.57 8.03 1.04 0.099
H 0.60 3.38 4.28 0.121
H 1.05 0.94 5.18 0.121
H -0.57 -2.70 4.82 0.128
H 0.20 -3.65 6.96 0.098
H 3.96 -1.66 6.48 0.096
H 3.19 -0.71 4.35 0.115
H 0.99 -3.55 -3.39 0.102
H 1.25 -5.71 -4.53 0.096
H -1.37 -7.53 -1.67 0.098
H -1.61 -5.36 -0.52 0.129
H -2.06 -3.14 -3.60 0.117
H -3.46 -0.91 -4.01 0.115
H -4.28 3.43 -0.91 0.124
H -2.85 4.69 0.93 0.112
H -3.19 3.24 -3.60 0.123
H -5.12 3.86 -5.00 0.097
H -7.26 0.45 -3.54 0.098
H -5.32 -0.18 -2.17 0.129
H 0.78 -4.95 0.60 0.118
H 1.29 -3.92 2.99 0.119
N 1.49 -0.24 -4.49 0.068
C 0.82 0.58 -3.68 -0.111
N 1.14 0.31 -2.43 0.039
C 2.03 -0.72 -2.55 -0.378
N 2.28 -1.08 -3.78 0.153
C 2.73 -1.27 -1.37 -0.228
C 3.56 -2.38 -1.46 -0.046
N 4.27 -2.79 -0.42 0.126
C 4.13 -2.10 0.71 -0.079
C 3.27 -1.01 0.81 -0.092
N 2.56 -0.60 -0.23 0.065
H 1.47 -0.29 -5.50 0.172
H 0.12 1.32 -4.02 0.146
H 3.65 -2.93 -2.39 0.125
H 4.71 -2.42 1.57 0.119
H 3.14 -0.49 1.75 0.111
Br 4.56 1.71 -2.50 0.650
C 4.16 2.47 -0.78 -1.023
Br 2.31 2.92 -0.49 0.725
H 4.71 3.39 -0.69 0.003
H 4.44 1.75 -0.02 -0.009
```

gap between HOMO and LUMO	0.1935	Eh
charge	+1